Computed, not measured: 2 unconnected molecules or ions with the total composition C13H31ClN3O3P, with ωB97M-V/def2-TZVPD.

- ⟨S²⟩ = 0.755
- multiplicity = 2
- orbital gap (spin up / spin down) (eV) = 6.54 / 5.95
- HOMO level (spin up / spin down) (eV) = -3.96 / -3.96
- total charge = -1

Last column: Löwdin spin population.
Element x y z (Å)
H (1.249330, -0.035689, 1.175905)  0.000
H (-1.087231, 4.266608, -0.000964)  0.001
C (-3.223241, 2.802684, -3.330968)  0.001
O (-0.018488, 1.064326, -2.816378)  0.625
C (-3.185430, 0.818204, -0.897038)  0.001
H (2.940173, -4.187216, 0.865993)  0.000
C (4.493206, -2.671346, 3.881556)  0.000
N (0.734091, -0.701056, 1.825752)  0.000
C (4.588737, -3.254428, 2.316941)  0.000
H (-1.460536, 1.944580, 0.823970)  0.001
H (0.118515, -3.347844, 0.381655)  0.000
C (3.046823, -3.638694, 1.895249)  0.000
H (-0.138293, 3.906988, -2.165254)  0.002
C (0.368062, -3.323612, 1.539122)  0.000
C (-1.058122, -0.364480, -0.685966)  -0.001
H (4.329569, -1.499456, 3.904063)  0.000
H (5.262951, -4.237996, 2.343123)  0.000
H (0.035852, -0.387847, -0.730031)  -0.001
H (-1.656412, 4.755664, -2.387988)  0.001
H (-1.331234, 2.210625, -5.206396)  0.000
H (-1.443892, -1.185414, -1.303003)  0.000
H (0.901444, -0.270445, 2.783114)  0.000
O (-1.271625, -2.339586, 4.219615)  0.000
H (0.617265, -4.420034, 1.870469)  0.000
H (3.545507, -3.182300, 4.393255)  0.000
Cl (5.434925, -2.073124, 1.152601)  0.000
C (-1.073291, 2.987631, -4.477170)  -0.001
H (0.018866, 3.075891, -4.440248)  -0.001
H (-1.441268, 3.942999, -4.871371)  0.000
C (-1.229197, 3.787642, -2.094386)  0.012
H (-0.031370, 2.100715, -0.179846)  0.003
H (5.448693, -2.962985, 4.493226)  0.000
H (2.917859, -1.184208, 2.124075)  0.000
C (-1.129667, 2.123696, -0.206566)  0.013
H (-1.322791, -0.583319, 0.355625)  0.000
P (1.840387, -2.144591, 1.855481)  0.000
H (-2.652353, 3.645368, -0.475108)  0.000
H (-3.650018, 0.243467, -1.707885)  0.001
H (1.665434, -2.240865, 3.283231)  0.000
N (-1.388886, 1.292748, -2.590378)  0.301
C (-1.661273, 1.005067, -1.141116)  0.021
H (2.668789, -4.416742, 2.717365)  0.000
N (-0.771692, -3.240622, 3.538817)  0.000
H (-3.457261, 3.710632, -3.900672)  0.000
O (-0.840262, -2.812969, 2.250388)  0.000
H (-3.375999, 0.266900, 0.032353)  0.000
H (-3.593532, 1.954236, -3.916289)  0.001
H (-3.728237, 1.756380, -0.782749)  0.000
H (-3.817788, 2.877027, -2.420444)  0.000
C (-1.698763, 2.679941, -3.073807)  0.021
H (2.088956, -2.031284, 0.414221)  0.000
C (-1.577282, 3.518136, -0.635140)  0.001

Cartesian forces (eV/Å) of the 2 atoms listed first:
H -0.820 -0.934 0.966
H -0.078 -0.065 -0.083


Computed, not measured: 3 unconnected molecules or ions with the total composition C13H31NO3, with ωB97M-V/def2-TZVPD.

- orbital gap (eV) = 8.99
- energy above the lowest of the compared OMol25 structures with the same formula, charge and spin (kcal/mol) = 0.0
- HOMO level (eV) = -8.45
- SMILES = CC1(C)CCCC(C)(C)N1O.CCO.CCO

Last column: Mulliken charge in e.
Element x y z (Å)
C (1.876884, 0.632434, -1.073459)  -0.824
H (-2.656612, -0.910709, -1.245355)  0.325
C (-5.641511, -0.000626, 0.479712)  -1.002
H (1.000266, 2.917447, 2.098806)  0.397
H (-4.990244, -0.663538, 1.064132)  0.272
C (-2.915511, -0.553702, -3.383590)  -1.194
H (2.899041, -2.589395, 2.134875)  0.447
H (-3.971759, -0.421607, -3.627378)  0.330
H (3.561880, 3.171507, 1.060054)  0.472
C (4.216941, -1.062158, 0.168652)  -1.812
H (-1.082212, 0.705590, -1.050026)  0.137
C (2.741410, -1.049626, 0.604386)  1.703
H (2.255072, 2.452594, 3.258387)  0.382
H (2.541858, -3.223279, 0.541487)  0.415
C (-6.189597, -0.684855, -0.750885)  0.214
H (0.807937, -0.947212, -0.233917)  0.303
H (1.715443, 2.590544, -0.349921)  0.246
H (2.886540, 0.879469, -1.418490)  0.465
H (-7.010786, -0.097483, -1.157143)  0.283
H (2.632660, -0.455226, 3.441937)  0.339
H (1.293440, -2.353006, 1.477627)  0.410
H (1.203852, 0.790671, -1.916131)  0.448
H (4.492309, -2.075588, -0.164942)  0.455
H (-5.056412, 0.902229, 0.297870)  0.319
C (2.352098, -2.385300, 1.211296)  -2.035
C (-2.640337, -0.088858, -1.972399)  0.059
O (-1.370077, 0.552978, -1.954113)  -0.463
H (-2.397967, 0.106582, -4.081279)  0.370
H (0.430555, 1.545782, 0.251077)  0.448
H (-5.405269, -0.717420, -1.514787)  -0.145
C (2.329330, 1.410767, 1.311465)  1.916
H (4.320280, 1.883942, 1.988614)  0.384
C (1.592081, 2.081423, 2.479210)  -1.953
H (-6.429933, 0.225243, 1.203583)  0.307
H (2.011267, -1.475115, -1.438314)  0.376
H (4.924069, -0.827920, 0.960695)  0.315
C (3.681509, 2.087669, 1.124039)  -1.833
H (-5.893313, -2.582063, -0.418582)  0.307
C (1.835718, -0.808344, -0.596904)  -1.059
N (2.443966, -0.018952, 1.594510)  0.240
C (1.505080, 1.591689, 0.043384)  -1.228
H (-2.597823, -1.576294, -3.567761)  0.248
H (-3.434839, 0.591556, -1.640102)  0.117
O (3.254256, -0.212336, 2.748871)  -0.498
O (-6.649732, -1.989323, -0.430248)  -0.534
H (4.239648, 1.736503, 0.256170)  0.346
H (0.874806, 1.377712, 2.907547)  0.451
H (4.413716, -0.464388, -0.722645)  0.336

Cartesian forces (eV/Å) of the 2 atoms listed first:
C 0.430 0.035 -0.050
H 0.050 -0.127 -0.180